No. 1
# C14H17FeN2O4

A molecular structure, C14H17FeN2O4 in a non-equilibrium geometry (ωB97M-V/def2-TZVPD, OMol25).

Values from the calculation:
Charge: +1
2S+1: 5
HOMO (alpha / beta), eV: -10.0995 / -11.1065
Lowest unoccupied orbital energy (alpha / beta), eV: -3.2 / -5.3
E_tot, eV: -60336.70303
Frontier orbital gap (alpha / beta), eV: 6.9 / 5.8

Positions of all 38 atoms, in Å:
C1 1.00220 -2.63307 1.61466
O1 0.99724 -1.67429 0.53298
C2 0.29778 -0.49155 0.74677
C3 -1.08386 -0.52578 0.94074
C4 -1.85405 0.73025 1.11442
C5 -1.00379 1.98173 1.25715
C6 0.38264 1.90275 1.19206
C7 1.03021 0.72642 0.76946
Fe1 -1.06392 -2.08952 -1.64884
C8 -2.53907 -1.10567 -1.70719
O2 -3.49061 -0.52256 -2.11099
C9 -1.76591 -3.58743 -2.13773
O3 -2.08240 -4.55271 -2.70014
C10 -0.51766 -1.64366 -3.25153
O4 -0.16625 -1.49479 -4.35067
H1 1.04639 -3.62512 1.14416
H2 1.91039 -2.45783 2.20646
H3 0.11815 -2.56211 2.27020
H4 -1.60348 -1.48078 1.13859
H5 -2.62422 0.83774 0.33192
H6 -2.40556 0.55559 2.05386
H7 -1.45806 3.08778 1.20367
H8 1.01210 2.80629 1.36719
H9 2.05032 0.76196 0.38078
C11 -4.02609 3.76363 1.22143
C12 -3.24004 3.45374 2.44554
N1 -1.95633 3.12477 2.41144
C13 -1.46395 2.77625 3.72516
C14 -2.65853 3.04307 4.62858
N2 -3.68238 3.46869 3.69101
H10 -5.08010 3.88854 1.49603
H11 -3.67814 4.69289 0.73787
H12 -3.92982 2.93523 0.49912
H13 -1.16595 1.71745 3.76152
H14 -0.57907 3.36715 3.99017
H15 -2.93699 2.12390 5.14640
H16 -2.47444 3.81608 5.37774
H17 -4.63092 3.73296 3.92417



No. 2
# C3H13ClN4O2PS

2 unconnected molecules or ions with the total composition C3H13ClN4O2PS in a non-equilibrium geometry (ωB97M-V/def2-TZVPD, OMol25).

Values from the calculation:
Charge: +1
HOMO, eV: -12.3957
Lowest unoccupied orbital energy, eV: -5.3
E_tot, eV: -46014.51822
Frontier orbital gap, eV: 7.0

Positions of all 25 atoms, in Å:
N1 -2.92038 3.94698 0.44539
P1 -2.57447 2.34560 -0.23329
O1 -4.04969 1.51627 -0.03926
N2 -1.38145 1.48839 0.80207
C1 -0.04049 1.71958 0.42293
N3 0.36493 2.52626 -0.56248
N4 1.01593 1.00610 1.19110
Cl1 0.44157 1.01527 2.85381
H1 -2.08688 4.20699 0.99499
H2 -3.72862 3.85739 1.07763
H3 -3.91947 0.54833 -0.03022
H4 -1.58968 0.47931 0.89246
H5 0.21462 2.30452 -1.55633
H6 0.90515 3.37917 -0.36579
H7 0.90518 0.02125 0.86286
C2 0.83947 -3.11805 -1.58579
S1 1.52615 -2.14631 -0.23107
O2 2.26473 -0.99306 -0.83330
C3 2.74722 -3.36686 0.28400
H8 0.07046 -2.52451 -2.08053
H9 1.62485 -3.36338 -2.30141
H10 0.39233 -4.03078 -1.18941
H11 3.41422 -3.59707 -0.54774
H12 2.23856 -4.27138 0.62064
H13 3.32578 -2.95001 1.10877